Entry 1:
{
  "formula": "C2H5IN2",
  "method": "ωB97M-V with the def2-TZVPD basis set",
  "e_lumo_ha": -0.017,
  "max_force_ev_per_a": 3.9,
  "homo_energy_ev": -8.381,
  "mol_weight_g_mol": 183.98,
  "smiles": "C=NN(C)I",
  "homo_lumo_gap_ev": 7.91,
  "e_above_lowest_kj_mol": 154.3,
  "elements": ["C", "N", "N", "C", "I", "H", "H", "H", "H", "H"],
  "positions_angstrom": [[0.005, 0.297, -1.589], [1.023, 0.065, -0.851], [0.791, -0.203, 0.408], [-0.498, -0.230, 0.981], [2.378, 0.148, 1.701], [0.211, 0.642, -2.640], [-1.006, 0.219, -1.382], [-0.482, -0.610, 1.961], [-1.136, 0.701, 0.784], [-1.285, -1.030, 0.628]],
  "mulliken_charge": [-0.40, -0.41, -0.04, -0.88, 0.15, 0.22, 0.35, 0.34, 0.36, 0.31]
}

Entry 2:
{
  "formula": "C6H15ClN2SSi",
  "method": "ωB97M-V with the def2-TZVPD basis set",
  "e_lumo_ha": -0.053,
  "max_force_ev_per_a": 3.6,
  "homo_energy_ev": -7.897,
  "mol_weight_g_mol": 210.81,
  "homo_lumo_gap_ev": 6.46,
  "e_above_lowest_kj_mol": 317.1,
  "elements": ["C", "C", "C", "C", "C", "C", "N", "N", "Si", "S", "Cl", "H", "H", "H", "H", "H", "H", "H", "H", "H", "H", "H", "H", "H", "H", "H"],
  "positions_angstrom": [[-0.471, -1.787, 0.418], [0.114, -0.801, -1.822], [-2.261, -1.655, -1.399], [2.115, 2.006, -0.369], [0.718, 1.961, 2.648], [-1.061, -1.021, -0.757], [-1.368, 0.361, -0.575], [-0.805, 1.104, 0.425], [0.797, 1.466, 0.838], [-2.569, 0.932, 0.652], [3.375, -1.048, 1.527], [0.093, -1.156, 1.034], [-1.256, -2.379, 0.930], [0.352, -2.437, -0.080], [0.141, -1.803, -2.214], [-0.192, -0.058, -2.641], [1.054, -0.597, -1.249], [-3.051, -1.704, -0.605], [-2.699, -1.047, -2.194], [-1.923, -2.601, -1.816], [1.582, 1.814, -1.282], [2.144, 3.075, -0.162], [3.092, 1.522, -0.385], [0.367, 2.927, 2.951], [0.058, 1.158, 3.135], [1.654, 1.770, 2.992]],
  "mulliken_charge": [-1.07, -1.50, -1.55, -0.85, -0.97, 1.28, -0.21, 0.20, 0.11, -0.06, -0.71, 0.27, 0.30, 0.30, 0.52, 0.27, 0.45, 0.38, 0.38, 0.37, 0.34, 0.37, 0.32, 0.39, 0.30, 0.37]
}

Entry 3:
{
  "formula": "C4H3Li2MgO2",
  "method": "ωB97M-V with the def2-TZVPD basis set",
  "e_lumo_ha": [-0.192, -0.193],
  "max_force_ev_per_a": 6.7,
  "homo_energy_ev": [-9.929, -9.930],
  "mol_weight_g_mol": 121.25,
  "charge": 1,
  "homo_lumo_gap_ev": [4.69, 4.69],
  "e_above_lowest_kj_mol": 0.0,
  "elements": ["C", "O", "Li", "Li", "H", "C", "C", "C", "O", "Mg", "H", "H"],
  "positions_angstrom": [[1.043, -1.314, 0.089], [0.144, -2.106, 0.674], [-0.747, 1.881, -2.285], [-0.154, -0.871, 2.202], [1.932, -0.969, -0.749], [1.119, 0.067, 0.259], [-0.032, 0.792, 0.870], [-1.146, 1.019, 0.147], [-1.365, 0.610, -1.166], [-0.965, -1.260, -1.002], [2.118, 0.462, 0.477], [-1.946, 1.691, 0.484]],
  "mulliken_charge": [-0.36, -0.81, 0.90, 0.89, 0.33, 0.10, -1.03, -0.07, -0.85, 1.02, 0.40, 0.48]
}

Entry 4:
{
  "formula": "C12H24N5NaO3S",
  "method": "ωB97M-V with the def2-TZVPD basis set",
  "e_lumo_ha": -0.003,
  "max_force_ev_per_a": 3.1,
  "homo_energy_ev": -7.706,
  "mol_weight_g_mol": 341.41,
  "homo_lumo_gap_ev": 7.62,
  "elements": ["Na", "N", "C", "C", "N", "C", "C", "N", "C", "C", "N", "H", "H", "H", "H", "H", "H", "H", "H", "H", "H", "H", "H", "H", "H", "H", "H", "H", "H", "N", "C", "C", "C", "C", "C", "C", "S", "O", "O", "O", "H", "H", "H", "H", "H", "H"],
  "positions_angstrom": [[-1.097, -0.500, 0.630], [1.115, -1.437, 1.556], [1.550, -0.453, 2.545], [0.462, -0.034, 3.483], [-0.618, 0.694, 2.845], [-1.879, 0.612, 3.612], [-2.737, -0.558, 3.211], [-3.145, -0.554, 1.751], [-0.179, 2.108, 2.621], [-0.267, 2.610, 1.173], [-1.587, 2.467, 0.573], [1.557, -1.293, 0.645], [1.272, -2.420, 1.862], [2.412, -0.788, 3.223], [1.815, 0.475, 1.967], [0.088, -0.945, 4.044], [0.917, 0.657, 4.287], [-1.625, 0.480, 4.673], [-2.473, 1.531, 3.452], [-2.241, -1.482, 3.404], [-3.590, -0.503, 3.838], [-3.564, -1.389, 1.463], [-3.726, 0.216, 1.466], [-0.620, 2.715, 3.457], [0.865, 2.217, 2.889], [0.166, 3.636, 1.262], [0.424, 2.022, 0.598], [-2.235, 3.098, 0.946], [-1.509, 2.651, -0.434], [2.762, -2.901, -5.720], [2.014, -1.926, -5.055], [2.492, -0.613, -4.865], [1.813, 0.257, -4.012], [0.634, -0.109, -3.388], [0.105, -1.404, -3.687], [0.736, -2.229, -4.515], [-0.180, 0.812, -2.074], [-1.552, 0.252, -2.045], [0.548, 0.479, -0.809], [-0.177, 2.210, -2.465], [3.756, -2.907, -5.448], [2.398, -3.842, -5.596], [3.445, -0.335, -5.330], [2.190, 1.267, -3.937], [-0.802, -1.715, -3.231], [0.266, -3.131, -4.865]],
  "mulliken_charge": [0.81, -0.44, -0.51, -1.00, 0.79, -0.85, -0.87, -0.54, -1.46, -0.42, -0.38, 0.23, 0.20, 0.33, 0.28, 0.41, 0.37, 0.34, 0.50, 0.38, 0.47, 0.21, 0.17, 0.56, 0.49, 0.36, 0.15, 0.23, 0.18, -0.62, 0.69, -0.77, -0.24, -0.36, -0.68, -0.44, 1.50, -0.79, -0.58, -0.72, 0.25, 0.24, 0.31, 0.43, 0.45, 0.31]
}

Entry 5:
{
  "formula": "C4H10N4",
  "method": "ωB97M-V with the def2-TZVPD basis set",
  "e_lumo_ha": 0.019,
  "max_force_ev_per_a": 4.2,
  "homo_energy_ev": -8.015,
  "mol_weight_g_mol": 114.15,
  "smiles": "[H]/N=C\\C(=N\\[H])[C@H](N)NC",
  "homo_lumo_gap_ev": 8.52,
  "e_above_lowest_kj_mol": 387.1,
  "elements": ["H", "N", "C", "C", "N", "H", "C", "N", "N", "C", "H", "H", "H", "H", "H", "H", "H", "H"],
  "positions_angstrom": [[-0.401, -2.437, 1.179], [0.280, -1.900, 1.731], [0.605, -0.820, 1.046], [0.666, -0.853, -0.503], [0.410, -1.919, -1.166], [0.223, -1.700, -2.150], [0.474, 0.567, -0.942], [1.608, 1.355, -0.939], [-0.423, 0.858, 0.593], [-1.831, 0.497, 0.553], [1.442, -0.226, 1.451], [-0.240, 0.768, -1.735], [2.503, 0.894, -1.046], [1.442, 2.341, -1.096], [-0.113, 1.395, 1.396], [-2.096, 0.010, -0.391], [-2.454, 1.386, 0.677], [-2.095, -0.215, 1.340]],
  "mulliken_charge": [0.26, -0.74, -0.17, 0.27, -0.68, 0.25, 0.32, -0.46, -0.46, -0.90, 0.34, 0.29, 0.22, 0.22, 0.30, 0.26, 0.33, 0.36]
}

Entry 6:
{
  "formula": "C18H22N4O3",
  "method": "ωB97M-V with the def2-TZVPD basis set",
  "e_lumo_ha": 0.021,
  "max_force_ev_per_a": 1.2,
  "homo_energy_ev": -7.863,
  "mol_weight_g_mol": 342.40,
  "smiles": "COc1ccc(-c2[nH]ncc2CN(C)[C@@H](C)c2ccon2)c(OC)c1",
  "homo_lumo_gap_ev": 8.43,
  "e_above_lowest_kj_mol": 462.0,
  "elements": ["C", "O", "C", "C", "C", "C", "C", "N", "N", "C", "C", "C", "N", "C", "C", "C", "C", "C", "C", "O", "N", "C", "O", "C", "C", "H", "H", "H", "H", "H", "H", "H", "H", "H", "H", "H", "H", "H", "H", "H", "H", "H", "H", "H", "H", "H", "H"],
  "positions_angstrom": [[-5.618, -1.059, -0.299], [-4.780, 0.024, -0.620], [-3.561, 0.101, -0.019], [-3.063, -0.807, 0.904], [-1.798, -0.612, 1.431], [-1.005, 0.465, 1.065], [0.332, 0.635, 1.622], [0.781, 1.846, 2.037], [2.003, 1.797, 2.549], [2.372, 0.536, 2.459], [1.365, -0.260, 1.884], [1.504, -1.721, 1.570], [1.716, -2.060, 0.169], [0.515, -1.996, -0.632], [2.914, -1.472, -0.409], [3.354, -2.240, -1.661], [2.841, -0.004, -0.724], [1.964, 0.706, -1.590], [2.385, 1.995, -1.481], [3.423, 2.065, -0.647], [3.698, 0.825, -0.187], [-1.529, 1.400, 0.148], [-0.725, 2.460, -0.164], [-1.176, 3.390, -1.118], [-2.787, 1.203, -0.388], [-5.883, -1.060, 0.763], [-5.156, -2.016, -0.559], [-6.519, -0.921, -0.894], [-3.640, -1.660, 1.223], [-1.417, -1.313, 2.157], [0.290, 2.722, 1.964], [3.341, 0.228, 2.797], [2.366, -2.102, 2.127], [0.620, -2.276, 1.896], [0.734, -2.352, -1.636], [-0.226, -2.664, -0.191], [0.069, -0.995, -0.693], [3.699, -1.581, 0.349], [2.724, -2.007, -2.516], [4.377, -1.971, -1.909], [3.305, -3.308, -1.464], [1.168, 0.327, -2.194], [2.053, 2.910, -1.929], [-0.382, 4.132, -1.201], [-1.337, 2.921, -2.093], [-2.097, 3.884, -0.795], [-3.217, 1.886, -1.102]],
  "mulliken_charge": [-0.86, -0.46, 0.39, -0.89, -0.37, -0.22, -0.15, 0.55, -1.15, -0.73, 1.40, -1.73, 0.26, -0.97, -0.02, -1.78, 0.74, 0.23, -0.98, -0.22, -0.62, 0.94, -0.34, -1.15, -0.40, 0.34, 0.34, 0.26, 0.42, 0.54, 0.21, 0.51, 0.45, 0.39, 0.33, 0.35, 0.15, 0.38, 0.33, 0.47, 0.43, 0.49, 0.55, 0.28, 0.39, 0.43, 0.49]
}

Entry 7:
{
  "formula": "C5H19NO6",
  "method": "ωB97M-V with the def2-TZVPD basis set",
  "e_lumo_ha": 0.006,
  "max_force_ev_per_a": 1.2,
  "homo_energy_ev": -9.431,
  "mol_weight_g_mol": 189.21,
  "smiles": "C[C@@H](O)[C@@H](C)NC=O.O.O.O.O",
  "homo_lumo_gap_ev": 9.59,
  "e_above_lowest_kj_mol": 148.6,
  "elements": ["C", "C", "O", "C", "C", "N", "C", "O", "H", "H", "H", "H", "H", "H", "H", "H", "H", "H", "H", "O", "H", "H", "O", "H", "H", "O", "H", "H", "O", "H", "H"],
  "positions_angstrom": [[-0.730, -1.632, 1.353], [-1.064, -0.258, 0.849], [-1.756, 0.517, 1.824], [0.222, 0.457, 0.290], [0.315, 0.363, -1.223], [0.328, 1.822, 0.791], [1.372, 2.365, 1.466], [1.248, 3.268, 2.265], [-0.031, -1.485, 2.179], [-0.221, -2.277, 0.633], [-1.559, -2.200, 1.765], [-1.746, -0.281, -0.001], [-1.409, 0.277, 2.693], [1.027, -0.101, 0.759], [0.891, -0.515, -1.523], [-0.657, 0.292, -1.700], [0.849, 1.178, -1.698], [-0.577, 2.256, 0.910], [2.346, 1.940, 1.169], [-1.510, -2.329, -1.907], [-1.087, -3.113, -2.287], [-2.390, -2.603, -1.631], [3.342, -1.453, -2.213], [3.549, -1.708, -3.119], [4.039, -0.859, -1.901], [-3.065, 2.305, -0.097], [-2.997, 2.231, 0.858], [-2.805, 1.491, -0.541], [1.186, -3.437, -1.552], [2.102, -3.350, -1.860], [0.859, -2.533, -1.676]],
  "mulliken_charge": [-1.59, 0.33, -0.54, 0.22, -0.74, -0.06, 0.05, -0.58, 0.53, 0.27, 0.37, 0.06, 0.36, 0.39, -0.16, 0.22, 0.43, 0.19, 0.34, -0.56, 0.29, 0.27, -0.61, 0.31, 0.29, -0.65, 0.32, 0.31, -0.67, 0.32, 0.28]
}

Entry 8:
{
  "formula": "C5H7NOS",
  "method": "ωB97M-V with the def2-TZVPD basis set",
  "e_lumo_ha": [0.005, -0.010],
  "max_force_ev_per_a": 4.9,
  "homo_energy_ev": [-7.016, -6.697],
  "mol_weight_g_mol": 129.18,
  "homo_lumo_gap_ev": [7.15, 6.42],
  "e_above_lowest_kj_mol": 560.8,
  "elements": ["C", "C", "C", "C", "C", "N", "O", "S", "H", "H", "H", "H", "H", "H", "H"],
  "positions_angstrom": [[0.257, -1.014, -0.548], [1.659, -0.918, -0.687], [-0.368, 1.015, 0.322], [-0.179, 2.310, 0.516], [-1.980, -0.761, 0.280], [-0.748, -0.175, 0.018], [3.996, -0.124, 0.089], [2.602, 0.248, 0.031], [-0.110, -1.801, -1.279], [2.036, -1.903, -0.957], [0.586, 2.716, 1.250], [-0.671, 3.098, -0.161], [-1.974, -1.334, 1.163], [-2.799, 0.037, 0.528], [-2.306, -1.394, -0.566]],
  "mulliken_charge": [-0.10, -0.45, 0.40, -0.67, -0.84, 0.07, -0.59, 0.30, 0.15, 0.29, 0.25, 0.22, 0.36, 0.32, 0.29]
}

Entry 9:
{
  "formula": "C3H6N2O4",
  "method": "ωB97M-V with the def2-TZVPD basis set",
  "e_lumo_ha": -0.016,
  "max_force_ev_per_a": 7.8,
  "homo_energy_ev": -10.636,
  "mol_weight_g_mol": 134.09,
  "smiles": "CN(CC(=O)O)[N+](=O)[O-]",
  "homo_lumo_gap_ev": 10.21,
  "e_above_lowest_kj_mol": 714.7,
  "elements": ["C", "N", "C", "C", "O", "O", "N", "O", "O", "H", "H", "H", "H", "H", "H"],
  "positions_angstrom": [[-1.460, 1.314, 0.338], [-0.376, 0.165, 0.034], [0.894, 0.160, -0.648], [2.039, -0.366, 0.150], [3.210, 0.235, -0.104], [1.806, -1.391, 0.954], [-1.172, -0.952, -0.033], [-2.400, -0.753, 0.328], [-0.654, -2.001, -0.600], [-1.523, 1.118, 1.501], [-2.437, 1.076, -0.305], [-0.985, 2.344, 0.098], [1.177, 1.189, -0.697], [0.735, -0.227, -1.618], [1.145, -1.911, 0.604]],
  "mulliken_charge": [-0.69, 0.04, -0.53, 0.63, -0.57, -0.43, 0.85, -0.60, -0.63, 0.29, 0.28, 0.30, 0.32, 0.37, 0.38]
}